Here is a molecular structure, C40H47N7O3RuS2SbSe in a non-equilibrium geometry from the Open Molecules 2025 dataset. Energies are from ωB97M-V/def2-TZVPD.

Geometry as XYZ:
```
102
Properties=species:S:1:pos:R:3:forces:R:3:lowdin_charge:R:1
Ru 1.1636 0.0307 -1.1872 0.73 1.28 -0.39 0.824
N 5.6014 -0.1756 -0.1114 0.42 -0.13 -0.07 0.183
C 4.2788 0.0849 -0.1071 0.09 0.05 0.28 -0.585
O 3.4625 -0.7599 0.2397 0.15 -0.11 -0.09 -0.081
C 3.8743 1.4577 -0.5540 -0.18 0.16 -0.22 -0.224
C 3.0089 1.2897 -1.7994 -0.94 -0.61 0.58 -0.274
H 5.9091 -1.1164 0.0747 -0.05 0.02 0.00 0.113
H 6.2457 0.4568 -0.5538 -0.04 -0.01 0.10 0.103
H 4.7551 2.0857 -0.7527 -0.07 -0.08 0.09 0.111
H 3.2880 1.9347 0.2409 0.13 -0.07 -0.05 0.090
H 3.5781 0.7719 -2.5847 -0.35 0.02 0.16 0.025
H 2.7293 2.2889 -2.1561 -0.18 -0.20 0.03 0.010
C -4.5247 0.7400 -0.9935 -0.07 0.11 -0.03 -0.050
C -3.6086 1.9184 -0.8962 -0.19 0.58 0.06 -0.337
C -4.1053 3.2091 -0.7238 0.10 -0.04 -0.02 -0.023
C -3.1673 4.2251 -0.6308 -0.41 -0.19 -0.08 -0.143
N -1.8740 4.0093 -0.7355 0.51 0.33 0.00 0.060
C -1.4899 2.7440 -0.9124 -0.35 -0.50 0.01 -0.786
S 0.2056 2.5223 -1.0974 1.88 -1.11 -0.33 0.699
N -2.3047 1.6940 -0.9723 -0.39 -0.05 0.18 0.087
H -5.5346 1.0607 -1.2351 -0.11 -0.02 0.01 0.077
H -4.5427 0.2136 -0.0399 -0.03 -0.12 0.06 0.080
H -4.1649 0.0469 -1.7496 -0.15 0.04 -0.01 0.030
H -5.1637 3.4081 -0.6688 -0.10 0.02 0.03 0.099
H -3.4667 5.2549 -0.4836 -0.09 0.11 0.04 0.106
C 3.2939 1.4893 3.3744 -0.03 0.02 0.00 -0.053
C 2.5580 0.4996 4.2236 0.23 0.08 0.02 -0.301
C 2.8988 0.3571 5.5634 0.03 0.04 0.07 -0.051
C 2.2501 -0.5542 6.3759 0.01 0.00 0.04 -0.083
C 1.2453 -1.3409 5.8444 -0.03 -0.05 0.15 -0.082
C 0.8956 -1.1977 4.5132 -0.20 -0.16 -0.01 -0.150
C 1.5397 -0.2851 3.6956 0.21 -0.06 -0.46 -0.281
Sb 0.8162 0.0158 1.6634 -0.85 0.42 0.35 1.610
C -0.3607 1.7209 2.4089 0.27 -0.56 -0.33 -0.286
C 0.1338 2.9399 1.9539 0.32 -0.01 -0.03 -0.232
C -0.4858 4.1357 2.2579 0.07 0.10 0.02 -0.098
C -1.6199 4.1301 3.0487 0.02 0.00 0.03 -0.085
C -2.0779 2.9322 3.5592 -0.08 -0.01 0.06 -0.059
C -1.4504 1.7201 3.2743 -0.20 -0.03 -0.04 -0.293
C -1.9649 0.4948 3.9664 0.04 -0.01 0.04 -0.054
C -0.4139 -1.7634 1.6330 0.12 0.52 -0.03 -0.347
C -1.7724 -1.6531 1.3655 0.03 -0.05 0.42 -0.222
C -2.5644 -2.7870 1.2592 -0.11 0.07 0.05 -0.110
C -1.9835 -4.0353 1.3722 -0.05 -0.02 0.00 -0.073
C -0.6207 -4.1461 1.5891 -0.02 -0.03 0.01 -0.044
C 0.1845 -3.0222 1.7307 -0.06 -0.04 0.06 -0.323
C 1.6512 -3.1866 1.9891 0.01 0.10 0.06 -0.060
H 4.1686 1.8727 3.8970 0.03 0.05 -0.06 0.082
H 2.6409 2.3288 3.1283 0.03 0.08 -0.08 0.075
H 3.6159 1.0115 2.4482 0.07 0.08 -0.07 0.052
H 3.6884 0.9699 5.9773 0.07 0.06 -0.01 0.108
H 2.5315 -0.6487 7.4149 0.02 -0.02 0.07 0.101
H 0.7361 -2.0656 6.4640 -0.06 -0.05 0.01 0.104
H 0.1082 -1.8197 4.1121 -0.07 -0.06 -0.02 0.091
H 1.0168 2.9610 1.3263 -0.13 0.02 0.03 0.029
H -0.1004 5.0545 1.8463 0.06 0.14 -0.03 0.105
H -2.1312 5.0528 3.2824 -0.06 0.07 0.00 0.101
H -2.9500 2.9233 4.1997 -0.07 -0.01 0.09 0.109
H -3.0526 0.4582 3.9345 -0.09 -0.07 -0.02 0.085
H -1.6677 0.5298 5.0153 0.01 -0.08 0.08 0.091
H -1.5644 -0.4156 3.5358 -0.07 -0.06 0.04 0.028
H -2.2133 -0.6683 1.2545 -0.06 0.00 0.05 0.085
H -3.6237 -2.6930 1.0691 -0.09 0.01 -0.05 0.107
H -2.5879 -4.9255 1.2813 -0.06 -0.08 -0.03 0.104
H -0.1699 -5.1282 1.6428 0.06 -0.08 0.05 0.109
H 1.9517 -4.2166 1.8052 0.09 -0.03 -0.05 0.081
H 1.8911 -2.9386 3.0244 0.06 -0.08 -0.02 0.072
H 2.2262 -2.5234 1.3422 0.13 -0.07 0.00 0.037
C 2.9993 -4.5860 -1.3199 0.21 0.18 0.19 -0.031
N 1.7012 -4.3679 -1.9099 0.32 0.09 0.22 -0.169
C 1.2624 -5.3589 -2.8597 -0.34 -0.11 -0.05 -0.041
C 0.9807 -3.2764 -1.6341 -0.63 -0.25 -0.61 -0.349
O 1.3460 -2.3813 -0.8767 0.55 0.91 0.13 -0.139
H 3.7763 -4.5490 -2.0866 0.02 -0.04 -0.03 0.094
H 3.0348 -5.5621 -0.8315 0.00 0.01 0.01 0.095
H 3.1880 -3.8018 -0.5917 0.02 0.00 0.04 0.077
H 0.8499 -6.2372 -2.3548 0.05 -0.01 -0.05 0.094
H 2.1084 -5.6724 -3.4728 -0.03 0.04 -0.03 0.091
H 0.5012 -4.9317 -3.5074 -0.07 -0.02 -0.03 0.092
H -0.0033 -3.2683 -2.1260 0.19 0.20 0.00 0.101
C -1.6727 -1.1342 -4.9431 -0.22 -0.48 -0.14 -0.042
N -1.0530 0.1207 -4.6324 0.53 0.28 0.28 -0.072
C 0.2213 0.2892 -4.2332 0.35 0.14 -0.66 -0.779
Se 1.5066 -0.9987 -4.0453 0.49 -0.02 0.63 0.714
N 0.4497 1.6068 -4.0547 -0.08 -0.34 -0.16 0.094
C -0.7256 2.2970 -4.2219 -0.69 0.03 -0.30 -0.215
C -1.0412 3.6391 -4.1044 0.00 -0.19 -0.04 -0.025
C -2.3568 3.9933 -4.3390 0.03 0.07 0.02 -0.086
C -3.3213 3.0485 -4.6786 -0.11 -0.03 -0.05 -0.088
C -3.0048 1.7092 -4.8272 0.12 -0.13 0.02 -0.006
C -1.6894 1.3439 -4.5934 0.02 0.86 0.08 -0.159
H -0.9680 -1.9322 -4.7070 -0.14 0.11 0.01 0.046
H -1.9333 -1.1767 -6.0035 0.01 0.04 0.04 0.103
H -2.5685 -1.2707 -4.3362 0.07 0.00 -0.05 0.078
H 1.2919 1.9589 -3.6155 -0.25 -0.16 -0.07 0.096
H -0.2985 4.3647 -3.8185 0.08 0.10 0.08 0.114
H -2.6461 5.0286 -4.2559 -0.03 0.13 0.07 0.105
H -4.3399 3.3729 -4.8299 -0.08 0.00 -0.05 0.102
H -3.7459 0.9784 -5.1091 -0.12 -0.08 -0.02 0.110
O -2.0321 -2.5469 -2.1269 -0.61 0.40 0.41 -0.530
S -1.9457 -1.2261 -1.4486 2.96 0.51 -1.83 0.773
N -0.6945 -0.4478 -1.7793 -2.50 -1.85 1.17 -0.517
```
Positions in Å, forces in eV/Å.

Calculated values
Kohn-Sham gap (spin up / spin down) in eV: 6.33 / 6.81
Strongest force on any atom in eV Å⁻¹: 3.52
Energy in eV: -154950.185
Energy relative to the best compared isomer or geometry (same formula, charge and spin) in kcal/mol: 36.3
HOMO level (spin up / spin down) in Eh: -0.2580 / -0.2605
Expectation value of S²: 1.036
2S+1: 2